Below is a 13-piece molecular cluster, C56H128F24N11O34S8 overall, with properties calculated with ωB97M-V/def2-TZVPD.

## Properties
Largest force on an atom: 7.5 eV/Å
Gap between HOMO and LUMO: 9.05 eV
HOMO level: -0.51568 Eh
Charge: +3
Total energy: -298014.7744 eV

Structure (XYZ):
```
261
Properties=species:S:1:pos:R:3:forces:R:3
C -15.527 -11.591 -19.384 -1.1 -0.2 -0.7
O -15.483 -12.494 -20.507 1.0 -0.5 0.0
C -14.365 -13.406 -20.457 -0.8 -0.4 -0.5
C -14.181 -14.030 -21.836 -0.8 0.6 -0.4
N -15.542 -14.521 -22.390 0.7 -0.7 1.5
H -16.208 -13.762 -22.384 -0.5 0.3 0.4
H -15.424 -14.770 -23.362 0.1 -0.3 -0.3
C -15.988 -15.723 -21.553 -0.8 -0.5 -0.4
C -17.314 -16.334 -22.042 -0.5 1.4 -1.2
O -18.199 -15.234 -22.117 -0.5 1.7 0.0
C -19.298 -15.307 -23.025 -0.2 -0.4 -0.1
H -14.549 -11.144 -19.207 -0.1 -0.2 0.4
H -16.050 -12.097 -18.572 1.0 -0.1 0.7
H -16.250 -10.810 -19.620 0.3 0.2 -0.5
H -14.537 -14.278 -19.827 -0.2 0.3 0.8
H -13.438 -12.932 -20.134 0.0 0.1 -0.1
H -13.579 -14.937 -21.786 0.4 0.5 -0.1
H -13.838 -13.271 -22.540 0.3 -0.4 -0.1
H -16.109 -15.420 -20.512 0.2 0.2 -0.2
H -15.182 -16.453 -21.623 -0.1 0.1 0.0
H -17.792 -17.091 -21.419 0.8 -0.3 0.2
H -17.239 -16.650 -23.082 0.5 -0.8 -0.1
H -19.785 -14.352 -23.221 0.4 0.3 0.8
H -20.053 -15.985 -22.626 0.0 -0.2 -0.2
H -19.015 -15.587 -24.040 0.4 -0.6 0.0
C -24.175 -23.536 -15.688 0.1 -1.3 1.1
O -23.061 -22.731 -15.927 0.1 1.9 -0.7
C -22.313 -22.964 -17.086 -0.1 0.1 -1.0
C -23.015 -22.735 -18.501 -0.9 1.4 1.0
N -23.583 -21.233 -18.718 -0.7 -2.3 2.6
H -22.844 -20.601 -18.446 0.0 0.5 0.0
H -23.745 -21.169 -19.713 -0.2 0.3 -1.1
C -24.906 -20.868 -17.913 1.1 -2.4 -1.1
C -25.415 -19.518 -18.300 2.8 0.0 0.2
O -24.213 -18.719 -18.240 -0.7 0.2 0.5
C -24.430 -17.341 -18.461 0.9 0.3 0.0
H -23.956 -24.008 -14.730 -0.3 -0.3 0.1
H -24.277 -24.351 -16.405 -0.2 0.1 -0.2
H -25.107 -22.993 -15.530 0.0 0.3 -0.5
H -21.915 -23.974 -16.984 -0.1 -0.3 -0.8
H -21.432 -22.324 -17.037 -0.1 0.2 0.1
H -23.867 -23.399 -18.650 -0.1 0.2 0.1
H -22.368 -22.874 -19.367 0.4 0.0 0.3
H -24.651 -21.160 -16.895 -0.1 0.9 0.1
H -25.673 -21.570 -18.239 0.2 -0.4 -0.1
H -26.152 -19.277 -17.534 -0.4 0.6 -0.6
H -25.630 -19.533 -19.368 -1.2 0.1 0.2
H -23.458 -16.925 -18.727 0.2 0.0 0.1
H -24.739 -16.869 -17.529 -0.4 0.2 -0.1
H -25.058 -17.108 -19.321 -0.4 -0.3 0.2
C -16.309 -21.642 -20.797 0.2 -1.1 0.1
O -15.068 -21.153 -21.203 0.8 1.8 -0.4
C -15.180 -19.885 -21.854 0.9 -0.4 -0.7
C -13.901 -19.725 -22.670 0.4 0.3 -0.1
N -12.668 -19.786 -21.813 -0.7 -2.5 -0.4
H -12.274 -18.857 -21.803 1.3 1.2 -0.6
H -12.891 -19.805 -20.828 -0.4 -1.0 0.6
C -11.641 -20.874 -22.147 -1.0 0.1 1.5
C -10.486 -20.720 -21.171 1.4 0.8 -1.4
O -10.963 -20.704 -19.868 -1.5 0.0 -0.1
C -9.981 -20.473 -18.903 1.2 0.5 0.2
H -16.099 -22.706 -20.690 -0.6 -0.2 0.1
H -17.008 -21.460 -21.614 -0.5 -0.1 0.3
H -16.633 -21.255 -19.831 -0.2 0.3 -0.1
H -15.332 -19.025 -21.202 -0.1 -0.2 0.5
H -16.004 -19.914 -22.567 -0.2 0.0 -0.1
H -13.749 -18.771 -23.174 -0.8 0.3 0.1
H -13.884 -20.437 -23.494 0.3 -0.4 0.4
H -11.474 -20.789 -23.221 0.6 -0.2 0.3
H -12.057 -21.840 -21.862 -0.7 0.1 -0.6
H -9.938 -19.824 -21.462 0.0 0.6 0.5
H -9.716 -21.480 -21.301 -0.2 -0.6 -0.2
H -9.229 -21.257 -18.985 0.1 -0.2 0.5
H -10.406 -20.372 -17.905 -0.3 -0.6 -0.2
H -9.470 -19.520 -19.046 0.0 0.2 -0.4
C -22.403 -16.108 -15.364 -1.1 -0.6 -0.6
O -21.459 -17.040 -14.898 1.4 -0.5 0.2
C -21.493 -18.308 -15.600 0.0 1.8 -0.2
C -20.600 -19.319 -14.955 1.2 -1.1 1.3
N -19.152 -18.822 -14.537 -1.6 -0.1 1.0
H -18.542 -18.626 -15.318 0.5 -1.1 -1.3
H -19.260 -17.844 -14.310 -0.6 1.0 1.0
C -18.432 -19.490 -13.358 -1.9 -0.3 -0.1
C -18.339 -20.980 -13.522 -0.2 -1.7 -1.0
O -19.644 -21.555 -13.533 0.1 0.2 0.8
C -19.656 -22.979 -13.806 -0.6 1.0 -0.8
H -22.454 -15.137 -14.871 0.6 -0.4 0.8
H -23.360 -16.610 -15.222 -0.5 0.4 -0.3
H -22.282 -15.844 -16.414 0.1 -0.4 -0.4
H -21.217 -18.151 -16.643 -0.1 0.2 -0.2
H -22.522 -18.664 -15.554 -0.1 -0.4 -0.2
H -20.462 -20.243 -15.517 0.1 0.4 -0.5
H -21.095 -19.766 -14.092 0.4 0.6 0.6
H -19.150 -19.391 -12.544 0.3 0.5 0.3
H -17.496 -18.966 -13.164 -0.1 -0.2 -0.2
H -17.779 -21.516 -12.756 0.4 0.6 0.4
H -17.878 -21.268 -14.467 0.4 0.2 -0.4
H -20.606 -23.370 -13.443 0.2 0.1 0.3
H -18.808 -23.541 -13.414 0.0 0.2 0.1
H -19.698 -23.027 -14.894 0.3 -0.6 -0.1
C -19.625 -15.541 -12.501 0.6 -0.4 0.9
O -19.070 -15.879 -13.758 0.0 0.5 0.4
C -19.133 -14.698 -14.525 -0.3 0.1 0.3
C -18.871 -15.076 -15.915 1.7 0.4 -1.9
N -18.841 -13.830 -16.780 -0.6 0.0 -0.5
H -19.760 -13.411 -16.773 -0.9 -0.2 -1.0
H -18.348 -13.096 -16.291 1.4 0.1 0.6
C -18.191 -13.983 -18.192 -0.6 0.2 1.1
C -18.687 -12.935 -19.197 -0.1 -0.4 0.1
O -20.084 -12.954 -19.217 0.0 0.6 1.7
C -20.654 -13.762 -20.190 -0.9 0.3 -0.7
H -20.692 -15.327 -12.554 -0.1 -0.4 0.0
H -19.150 -14.657 -12.074 0.2 0.3 -0.2
H -19.355 -16.340 -11.810 -0.5 -0.2 0.0
H -18.407 -13.958 -14.189 0.1 0.0 0.2
H -20.142 -14.293 -14.450 -0.3 0.3 0.1
H -19.571 -15.824 -16.287 0.0 0.3 -0.3
H -17.843 -15.420 -16.024 -0.1 -0.5 0.2
H -18.504 -14.977 -18.511 0.3 0.0 -0.1
H -17.133 -13.896 -17.947 0.1 -0.4 -0.3
H -18.341 -13.197 -20.197 0.5 -0.2 0.0
H -18.343 -11.920 -18.995 -0.1 0.0 0.3
H -20.667 -13.162 -21.100 0.1 -0.4 -0.5
H -21.696 -13.902 -19.904 0.1 -0.3 0.0
H -20.149 -14.718 -20.331 0.1 -0.1 0.0
C -18.370 -17.169 -8.077 0.0 -1.3 0.2
O -17.293 -17.006 -8.944 1.3 -0.2 -2.0
C -16.968 -15.694 -9.318 0.3 0.6 2.4
C -16.196 -15.547 -10.583 0.7 -1.3 -1.6
N -14.948 -16.460 -10.645 0.4 1.6 -1.3
H -14.265 -16.121 -9.983 0.1 -0.5 0.8
H -15.267 -17.408 -10.507 0.3 -0.6 0.7
C -14.229 -16.496 -12.046 -1.9 -2.0 0.3
C -13.215 -17.661 -12.030 0.0 -0.3 0.2
O -13.766 -18.946 -11.588 -0.1 1.1 0.7
C -12.739 -19.918 -11.272 1.4 1.2 -1.0
H -18.189 -18.194 -7.754 -0.8 -0.2 0.0
H -19.274 -17.072 -8.679 -0.4 0.1 0.6
H -18.334 -16.615 -7.140 0.0 0.7 -0.3
H -16.388 -15.384 -8.448 0.5 0.9 -0.1
H -17.834 -15.033 -9.274 -0.2 0.1 -0.6
H -15.844 -14.554 -10.864 -0.3 0.1 0.4
H -16.752 -15.932 -11.438 -0.3 0.3 -0.1
H -13.805 -15.546 -12.370 -0.1 0.0 0.4
H -15.107 -16.740 -12.645 0.4 0.3 -0.5
H -12.427 -17.218 -11.421 0.5 -0.9 0.7
H -12.739 -17.872 -12.987 -0.3 0.6 -0.4
H -12.929 -20.722 -10.562 -0.9 0.5 0.1
H -11.864 -19.354 -10.949 0.1 -0.1 0.6
H -12.367 -20.367 -12.193 -0.3 -0.3 -0.3
C -19.719 -23.341 -21.692 -0.9 0.1 -0.1
O -20.247 -23.944 -22.876 1.2 -0.5 -0.8
C -21.326 -24.793 -22.626 -1.1 0.0 -0.3
C -22.010 -25.364 -23.908 1.4 0.7 -0.2
N -21.031 -25.325 -25.104 -1.4 -1.5 0.5
H -20.907 -24.373 -25.417 -0.5 0.4 -0.8
H -20.088 -25.566 -24.832 0.3 -0.4 0.5
C -21.532 -26.380 -26.142 1.0 2.5 -0.7
C -20.674 -26.315 -27.427 0.2 -0.1 -0.6
O -20.317 -24.975 -27.757 0.9 0.0 -0.3
C -19.868 -24.717 -29.169 -1.6 -0.5 0.7
H -20.440 -22.565 -21.435 0.1 0.3 0.4
H -18.742 -22.893 -21.873 -0.2 -0.2 -0.3
H -19.649 -24.038 -20.857 0.1 -0.2 -0.1
H -22.070 -24.193 -22.103 -0.4 -0.4 0.3
H -21.061 -25.696 -22.076 0.4 0.3 0.6
H -22.920 -24.852 -24.221 0.2 0.2 0.0
H -22.241 -26.412 -23.720 0.0 0.1 -0.2
H -22.509 -26.039 -26.486 -0.3 -0.3 0.8
H -21.492 -27.317 -25.587 -0.2 0.0 -0.5
H -21.291 -26.711 -28.234 -0.2 -0.3 0.0
H -19.823 -26.990 -27.339 0.4 0.2 0.0
H -19.220 -25.466 -29.625 0.2 -0.2 0.6
H -19.424 -23.725 -29.257 0.0 -0.2 0.6
H -20.795 -24.713 -29.742 0.0 0.0 -0.2
C -10.582 -24.149 -17.852 1.0 0.1 0.5
O -11.705 -24.732 -18.370 -1.5 -1.1 -0.5
C -12.605 -23.859 -19.019 -0.6 -1.0 0.9
C -13.360 -22.940 -18.043 0.4 -0.1 -0.1
N -13.796 -23.654 -16.730 0.1 2.4 0.4
H -14.399 -24.441 -16.922 -1.6 -0.3 -1.0
H -13.033 -24.177 -16.325 1.0 0.4 0.3
C -14.514 -22.752 -15.625 1.0 -1.5 -0.1
C -13.562 -21.839 -14.864 -0.3 0.9 -1.9
O -12.959 -20.968 -15.831 -0.3 -0.1 0.3
C -11.842 -20.219 -15.417 0.8 -0.2 -0.2
H -9.967 -24.914 -17.379 -0.2 -0.1 0.1
H -10.894 -23.440 -17.085 0.6 0.6 0.1
H -9.965 -23.739 -18.651 0.1 0.6 0.1
H -13.320 -24.536 -19.486 0.2 0.2 -0.5
H -12.053 -23.206 -19.696 -0.2 0.0 -0.4
H -14.226 -22.515 -18.550 -0.3 -0.3 0.3
H -12.675 -22.099 -17.932 -0.4 0.0 1.3
H -14.902 -23.438 -14.871 -0.1 -0.4 -0.3
H -15.410 -22.291 -16.041 0.5 0.2 -0.5
H -12.814 -22.381 -14.286 0.0 -0.1 0.1
H -14.236 -21.244 -14.248 0.2 0.0 0.6
H -10.960 -20.851 -15.317 0.1 -0.3 0.3
H -11.947 -19.661 -14.486 -0.4 0.0 0.1
H -11.565 -19.533 -16.217 -0.4 0.2 0.0
C -21.838 -19.045 -21.237 -2.8 0.5 -1.2
F -20.892 -19.911 -21.470 0.7 0.0 -0.3
F -22.148 -19.040 -19.968 0.5 0.3 1.6
F -21.502 -17.789 -21.624 -0.1 -1.4 0.2
S -23.533 -19.561 -22.082 0.0 1.1 0.5
O -24.601 -18.692 -21.618 1.6 -0.9 0.5
O -23.205 -19.497 -23.465 0.3 -0.3 -0.3
N -23.747 -21.200 -21.495 1.9 4.0 1.3
S -24.660 -21.735 -22.585 -4.5 -3.5 -4.8
O -25.862 -20.971 -22.978 2.3 -1.0 1.5
O -23.908 -22.260 -23.728 -0.5 -0.3 1.5
C -25.469 -23.308 -21.640 -0.1 1.0 -1.0
F -26.569 -23.716 -22.398 2.8 0.2 1.8
F -24.514 -24.272 -21.395 -1.4 0.4 -0.9
F -25.892 -22.948 -20.415 -0.2 -0.1 -0.5
C -10.633 -17.606 -24.269 1.1 2.0 0.5
F -10.057 -18.724 -23.865 -0.2 -0.3 -0.4
F -9.897 -17.019 -25.256 -1.1 -0.9 1.6
F -11.865 -17.809 -24.703 -0.2 -0.5 -0.2
S -10.736 -16.435 -22.714 1.9 0.1 1.2
O -9.373 -16.230 -22.189 -2.6 -0.7 -1.5
O -11.509 -15.285 -23.105 0.0 -0.9 -0.3
N -11.607 -17.434 -21.577 1.2 1.8 -2.1
S -11.323 -16.720 -20.191 1.4 0.6 2.7
O -10.117 -17.187 -19.507 -2.0 0.4 -0.8
O -11.577 -15.288 -20.219 0.0 -1.0 0.0
C -12.787 -17.366 -19.184 1.0 0.0 -0.8
F -12.737 -18.717 -19.064 -0.1 0.8 0.6
F -12.768 -16.769 -17.974 -0.7 -0.9 -1.5
F -13.891 -17.112 -19.936 0.1 0.2 1.3
C -19.306 -20.219 -18.218 0.0 -0.3 -0.4
F -20.608 -20.116 -17.983 -0.5 0.8 1.7
F -18.685 -20.959 -17.266 -0.7 1.2 -0.9
F -19.354 -20.904 -19.359 1.8 0.2 -0.3
S -18.518 -18.391 -18.427 -2.1 0.4 -1.4
O -17.633 -18.528 -19.580 -0.4 -0.4 1.9
O -19.634 -17.469 -18.750 1.6 -1.7 2.0
N -17.848 -18.154 -16.803 -2.6 -0.8 -3.0
S -16.344 -18.062 -17.158 4.6 2.3 -0.7
O -15.756 -19.269 -17.705 -0.2 0.7 1.0
O -16.109 -16.803 -17.906 0.1 -1.7 1.4
C -15.476 -17.709 -15.385 -0.4 -0.1 -0.8
F -15.495 -18.799 -14.563 0.0 0.7 -0.8
F -14.203 -17.359 -15.626 -1.2 -0.4 0.3
F -16.113 -16.708 -14.749 0.4 -0.9 -0.6
C -13.684 -13.352 -15.061 -2.5 0.7 0.1
F -13.735 -14.371 -15.921 0.0 -0.5 0.2
F -12.836 -13.628 -14.073 -0.1 -0.1 -0.1
F -13.269 -12.304 -15.754 0.2 0.3 0.3
S -15.541 -13.011 -14.321 0.0 0.1 -0.5
O -15.400 -11.861 -13.441 0.0 -0.9 -1.2
O -16.454 -12.851 -15.511 1.5 -0.1 1.4
O -15.829 -14.265 -13.611 0.3 0.2 -0.2
C -18.524 -24.869 -17.765 1.5 -1.2 3.6
F -18.575 -25.214 -19.008 -1.1 -0.4 -1.5
F -18.516 -23.550 -17.659 0.2 1.1 -0.5
F -19.606 -25.232 -16.992 0.4 -0.4 -1.4
S -16.926 -25.623 -16.962 -2.1 -1.5 1.9
O -16.956 -24.904 -15.672 0.0 -0.9 -0.7
O -17.112 -27.104 -16.942 0.4 3.6 -0.3
O -15.869 -25.078 -17.789 0.7 -0.1 -1.1
```
Positions in Å, forces in eV/Å.